Formula: C52H79BrF5N2O28S
Source: the Open Molecules 2025 dataset
Level of theory: the ωB97M-V functional and the def2-TZVPD basis

The HOMO energy is -11.5 eV. For the largest force on an atom, the calculation gives 0.1561 Eh/bohr. Its net charge is +1. For the LUMO energy, the calculation gives -4.25 eV. The value obtained for the total energy is -7716.14968 a.u.

Last column: Löwdin charge in e.
Atoms and positions in Å:
C  4.2449  0.4479  5.6393  -0.035
C  4.3573  -0.2612  4.1291  -0.294
O  5.1406  -1.3472  4.0658  -0.048
N  3.6338  0.3807  2.9628  -0.030
C  3.0301  -0.6297  2.0143  -0.216
C  1.6804  -1.3823  2.5589  -0.162
C  0.3236  -0.4043  2.5483  -0.178
C  0.5047  0.6324  3.8021  -0.178
C  -0.8684  1.3391  4.3399  -0.478
S  -1.8525  2.4453  3.1947  1.029
C  -3.2648  2.4786  4.4814  -0.262
C  -4.1674  3.8346  4.3923  -0.106
C  -3.3344  5.2446  4.3531  -0.104
F  -3.4609  6.0495  5.6251  -0.137
N  -3.3067  1.3571  5.2820  0.043
C  -4.3789  1.1437  6.3456  -0.137
F  -4.5413  -0.3083  6.7307  -0.005
F  -5.7577  1.5445  5.8747  0.021
C  -4.1198  1.9978  7.7348  -0.051
F  -3.6229  3.3795  7.5203  -0.020
F  -5.4121  2.1300  8.4930  -0.017
C  -2.1227  0.4446  4.8940  -0.251
C  -1.4664  -0.5244  6.0397  -0.114
C  -1.5547  -2.0776  5.4242  -0.240
C  -2.8908  -2.8945  5.9089  -0.552
Br  -4.4172  -2.8194  4.5643  0.535
H  5.3079  0.6035  6.1192  0.098
H  3.6465  -0.2510  6.3605  0.085
H  3.6989  1.4827  5.6181  0.058
H  4.2530  1.0821  2.4549  0.147
H  2.7771  -0.0532  1.0127  0.131
H  3.8607  -1.4326  1.7525  0.122
H  1.4402  -2.3675  1.9388  0.129
H  1.8711  -1.6965  3.6804  0.106
H  0.3901  0.1921  1.5188  0.117
H  -0.6651  -1.0304  2.5510  0.095
H  1.1976  1.5189  3.4020  0.122
H  1.1487  0.1252  4.6704  0.117
H  -0.5052  1.9867  5.2677  0.141
H  -4.9263  3.7278  3.4759  0.149
H  -4.8774  3.8916  5.3504  0.140
H  -3.7418  5.9276  3.4625  0.107
H  -2.1817  5.1420  4.1651  0.117
H  -3.3233  1.4738  8.4524  0.195
H  -2.5714  -0.0590  3.9079  0.164
H  -2.0176  -0.4693  7.0967  0.120
H  -0.3340  -0.3388  6.2687  0.112
H  -0.5716  -2.7048  5.6804  0.125
H  -1.5902  -2.0588  4.2332  0.098
H  -2.6546  -4.0596  6.0152  0.080
H  -3.2560  -2.5200  6.9617  0.070
C  -8.5902  5.3317  0.1704  -0.013
C  -7.5016  5.1500  1.2091  -0.352
C  -7.7241  5.9538  2.4548  -0.103
O  -6.4046  6.1674  2.9243  0.059
C  -5.5902  6.1208  1.8272  -0.499
O  -4.4175  6.4538  1.8240  0.112
O  -6.2648  5.6549  0.7334  0.092
H  -8.3804  4.7133  -0.7088  0.086
H  -9.5712  5.0535  0.5673  0.097
H  -8.6307  6.3684  -0.1821  0.099
H  -7.3702  4.0852  1.4369  0.160
H  -8.3137  5.4111  3.1989  0.148
H  -8.1905  6.9279  2.2714  0.149
C  0.9452  -0.7243  -3.2575  -0.005
C  -0.1658  -1.3123  -2.4109  -0.333
C  -1.5368  -0.8939  -2.8498  -0.110
O  -2.2805  -0.9614  -1.6458  0.078
C  -1.3897  -0.7632  -0.6280  -0.491
O  -1.7023  -0.5630  0.5332  0.088
O  -0.1022  -0.8157  -1.0842  0.075
H  1.9191  -1.0734  -2.8981  0.086
H  0.8386  -1.0078  -4.3089  0.094
H  0.9613  0.3689  -3.1842  0.086
H  -0.0732  -2.4045  -2.3710  0.166
H  -1.9569  -1.5703  -3.5994  0.109
H  -1.5820  0.1324  -3.2301  0.134
C  2.0316  5.8886  7.3271  -0.016
C  2.5129  4.7342  6.4710  -0.358
C  3.9760  4.7975  6.1504  -0.111
O  4.0505  4.1140  4.9117  0.049
C  2.8297  4.2601  4.3140  -0.513
O  2.5901  3.9694  3.1545  0.118
O  1.9139  4.7783  5.1865  0.078
H  0.9621  5.7823  7.5377  0.088
H  2.5721  5.9334  8.2773  0.096
H  2.1514  6.8444  6.8049  0.098
H  2.2458  3.7791  6.9393  0.156
H  4.5880  4.2946  6.9043  0.146
H  4.3508  5.8171  6.0088  0.147
C  -3.0765  -2.0708  -9.1238  -0.011
C  -3.0684  -1.8751  -7.6210  -0.337
C  -2.3025  -0.6640  -7.1802  -0.094
O  -1.8710  -1.0276  -5.8807  0.045
C  -1.7912  -2.3922  -5.8661  -0.484
O  -1.2697  -3.0433  -4.9771  0.110
O  -2.3703  -2.9306  -6.9812  0.100
H  -3.6586  -2.9607  -9.3857  0.090
H  -3.5093  -1.2067  -9.6367  0.096
H  -2.0633  -2.2396  -9.5056  0.097
H  -4.0952  -1.8626  -7.2357  0.164
H  -2.9292  0.2313  -7.1406  0.113
H  -1.4200  -0.4549  -7.7946  0.156
C  1.5977  -4.8647  -5.0912  -0.019
C  1.4287  -5.3095  -6.5302  -0.336
C  2.4849  -6.2707  -6.9865  -0.108
O  2.5459  -6.0236  -8.3802  0.066
C  2.1433  -4.7300  -8.5628  -0.506
O  2.2544  -4.1141  -9.6091  0.129
O  1.6029  -4.2167  -7.4170  0.084
H  0.7936  -4.1756  -4.8120  0.055
H  1.5814  -5.7171  -4.4054  0.090
H  2.5369  -4.3170  -4.9548  0.083
H  0.4221  -5.7167  -6.6844  0.163
H  2.2105  -7.3113  -6.7923  0.148
H  3.4724  -6.0755  -6.5546  0.122
C  3.5316  3.4840  -2.3460  -0.020
C  4.0129  2.3297  -3.2021  -0.362
C  5.4760  2.3930  -3.5227  -0.116
O  5.5505  1.7095  -4.7615  0.065
C  4.3297  1.8556  -5.3592  -0.503
O  4.0901  1.5649  -6.5186  0.143
O  3.4139  2.3737  -4.4867  0.080
H  2.4621  3.3778  -2.1354  0.083
H  4.0721  3.5289  -1.3958  0.091
H  3.6514  4.4399  -2.8683  0.095
H  3.7458  1.3746  -2.7339  0.152
H  6.0880  1.8901  -2.7688  0.143
H  5.8508  3.4126  -3.6644  0.144
C  7.2857  -3.6091  -5.9723  -0.016
C  6.8311  -4.5088  -4.8405  -0.351
C  7.3424  -5.9136  -4.9516  -0.112
O  6.3424  -6.6602  -4.2809  0.070
C  5.1829  -5.9448  -4.3941  -0.502
O  4.0780  -6.3717  -4.1057  0.122
O  5.4250  -4.6889  -4.8765  0.076
H  6.8925  -2.5967  -5.8313  0.088
H  8.3772  -3.5557  -6.0260  0.094
H  6.8994  -3.9605  -6.9356  0.097
H  7.0930  -4.0618  -3.8737  0.161
H  8.3116  -6.0423  -4.4617  0.145
H  7.4135  -6.2747  -5.9834  0.145
C  3.4856  -5.4931  2.8431  -0.013
C  2.5269  -5.4065  4.0137  -0.354
C  2.1941  -6.7395  4.6134  -0.110
O  0.9001  -6.5232  5.1481  0.071
C  0.3331  -5.5286  4.4012  -0.498
O  -0.8440  -5.2149  4.4500  0.119
O  1.2588  -4.9342  3.5898  0.071
H  3.7000  -4.4914  2.4556  0.079
H  4.4292  -5.9646  3.1339  0.096
H  3.0465  -6.0590  2.0139  0.097
H  2.9143  -4.7121  4.7692  0.161
H  2.8938  -7.0251  5.4038  0.146
H  2.1364  -7.5496  3.8783  0.146
C  -5.1684  3.9911  -3.4737  -0.019
C  -4.6871  2.8368  -4.3298  -0.348
C  -3.2240  2.9001  -4.6504  -0.107
O  -3.1495  2.2166  -5.8891  0.046
C  -4.3703  2.3627  -6.4869  -0.502
O  -4.6099  2.0720  -7.6463  0.139
O  -5.2861  2.8809  -5.6144  0.094
H  -6.2379  3.8849  -3.2631  0.084
H  -4.6279  4.0360  -2.5235  0.090
H  -5.0486  4.9470  -3.9960  0.096
H  -4.9542  1.8817  -3.8616  0.163
H  -2.6120  2.3972  -3.8965  0.133
H  -2.8492  3.9197  -4.7921  0.147

Cartesian forces (eV/Å) of the 3 atoms listed first:
-0.111 0.213 -0.352
3.901 -3.427 0.702
-5.151 6.152 -0.100